# 1
{"formula": "C11H13ClNO2", "method": "ωB97M-V/def2-TZVPD", "e_above_lowest_kcal_mol": 0.0, "gap_ev": 6.542, "e_lumo_ev": -5.80, "charge": 1, "symbols": ["Cl", "O", "O", "N", "C", "C", "C", "C", "C", "C", "C", "C", "C", "C", "C", "H", "H", "H", "H", "H", "H", "H", "H", "H", "H", "H", "H", "H"], "coordinates": [[1.330049, -2.722456, 2.400760], [-2.888782, 1.509862, -0.555462], [3.507172, -2.091177, 0.610345], [2.584840, -1.398455, 0.196063], [1.916402, -0.345407, -1.728881], [1.116640, -1.058522, 2.181120], [1.921940, -1.673646, -0.978362], [-1.822934, 0.965372, 0.023232], [-3.223443, 2.913022, -0.377845], [-0.274479, -0.970435, 0.028602], [0.399840, -2.118346, -0.665977], [-0.994886, 1.625713, 0.976928], [0.026999, 0.982372, 1.616585], [-1.406954, -0.290725, -0.466917], [0.294754, -0.453233, 1.247895], [2.366899, -2.435779, -1.642117], [2.838281, 0.124781, -1.532758], [0.521481, 1.353481, 2.502566], [-3.580124, 3.249414, 0.570957], [-1.830800, -0.517856, -1.449289], [0.382071, -3.143590, 0.005760], [1.674662, -0.429661, 2.980656], [-1.294171, 2.648424, 1.426375], [1.783920, -0.530891, -2.744600], [-2.444146, 3.706635, -0.676480], [-4.025483, 3.377002, -1.004693], [1.119734, 0.133320, -1.268250], [0.000516, -2.409218, -1.676213]], "forces_ev_per_a": [[-0.31, 0.41, 0.41], [-0.06, 0.87, 0.08], [-1.38, 0.87, -1.76], [3.02, -0.57, 3.42], [0.38, -1.56, 1.23], [0.51, 0.61, 0.80], [-1.42, -1.87, -2.80], [0.72, 0.89, 0.28], [0.61, 3.07, -1.25], [-2.12, 0.37, 0.29], [1.02, -2.31, 0.51], [-0.91, 2.19, 1.81], [-0.84, -2.82, -1.10], [1.47, -0.60, -0.73], [0.23, 2.26, 1.19], [0.07, -0.16, 0.76], [1.01, 0.91, -0.05], [0.03, 0.35, -0.18], [0.16, -0.82, 1.28], [0.01, -0.50, 0.47], [0.05, 2.73, -1.72], [-1.18, -1.12, -1.50], [0.47, -1.73, -1.23], [-0.37, -0.03, -1.74], [-0.08, -1.94, 0.55], [0.17, -2.04, -0.28], [-1.21, 1.96, 0.13], [-0.04, 0.58, 1.12]]}

---

# 2
{"formula": "C58H41Cl5I2N3O4P2S3Ti", "method": "ωB97M-V/def2-TZVPD", "e_above_lowest_kcal_mol": 8.8, "gap_ev": 6.587, "e_lumo_ev": -3.85, "charge": 1, "symbols": ["I", "I", "Ti", "Cl", "Cl", "Cl", "Cl", "Cl", "S", "S", "S", "P", "P", "O", "O", "O", "O", "N", "N", "N", "C", "C", "C", "C", "C", "C", "C", "C", "C", "C", "C", "C", "C", "C", "C", "C", "C", "C", "C", "C", "C", "C", "C", "C", "C", "C", "C", "C", "C", "C", "C", "C", "C", "C", "C", "C", "C", "C", "C", "C", "C", "C", "C", "C", "C", "C", "C", "C", "C", "C", "C", "C", "C", "C", "C", "C", "C", "C", "H", "H", "H", "H", "H", "H", "H", "H", "H", "H", "H", "H", "H", "H", "H", "H", "H", "H", "H", "H", "H", "H", "H", "H", "H", "H", "H", "H", "H", "H", "H", "H", "H", "H", "H", "H", "H", "H", "H", "H", "H"], "coordinates": [[2.571355, -5.699202, -5.112540], [2.158202, -6.730405, -2.796040], [-1.372057, 0.837106, -1.604638], [-3.958526, 5.569672, -5.477685], [-4.155224, 1.982487, -1.430075], [0.217783, 2.445883, -4.799680], [-1.167673, 4.760330, -6.173828], [-5.642313, 4.039203, -3.378220], [1.527918, 0.669656, 0.420402], [-2.418879, -0.518666, 0.689539], [1.463555, -0.356049, -2.729049], [-0.249478, 3.377130, -0.419404], [2.435874, -2.544960, 0.583680], [2.623096, 0.177925, -0.474698], [-1.650961, 0.783903, 0.604238], [2.463193, 0.503952, -3.385891], [-3.796798, -0.442094, 0.971276], [-2.078410, -0.947456, -0.785472], [-2.443094, -0.386496, -3.141532], [0.182284, 0.349916, -2.416342], [5.113490, -2.473237, -0.160613], [3.342738, -4.894614, 2.076789], [-4.232402, -3.857318, -1.774174], [-1.138591, -3.887937, 2.322332], [-2.857056, -1.899815, -1.432767], [-2.480998, -0.062408, -4.381287], [1.648030, 5.611140, -3.215636], [-1.897799, -3.969218, 3.460283], [-0.057697, 7.010874, -2.391333], [2.128703, -6.987404, 1.781433], [0.957458, 6.780747, -3.269231], [2.049704, 2.269916, 0.966657], [3.225436, 2.257338, 1.648644], [-1.971655, 2.427434, -2.982667], [-1.259006, 3.004502, -4.105642], [-1.803125, -1.686886, 1.907173], [1.461336, 3.399861, 0.453311], [-2.675689, 4.473565, 0.248940], [-3.374203, 4.990945, 2.463364], [-1.090312, -2.793324, 1.508306], [-1.426207, 4.139243, 0.771402], [1.467664, -0.268440, 1.919012], [-1.203040, 4.083309, 2.129332], [1.514917, -2.285495, 3.219972], [1.228178, 4.577361, -2.372967], [6.121597, -1.779393, 2.391844], [-3.796684, -2.353470, -3.596302], [-3.448288, -3.047454, -0.945763], [-1.999866, -5.279203, 4.110577], [1.307563, -6.334643, 0.886711], [0.208544, 4.818016, -1.462879], [3.205695, -6.285059, 2.346581], [6.991051, -2.051489, 1.357918], [-1.857554, 4.021760, -4.790532], [1.049091, 0.393238, 3.010265], [1.438613, -5.012057, 0.574087], [4.182875, -2.202727, 0.903860], [1.766503, -1.622629, 2.005811], [-3.009919, -1.573531, -2.767912], [6.427009, -2.401929, 0.093111], [-2.522417, -1.716334, 3.119628], [-3.685247, 4.930582, 1.081486], [-3.131056, -0.836208, -5.368452], [4.704785, -1.894341, 2.149187], [-3.790615, -1.964087, -4.993248], [0.982771, -1.623362, 4.330412], [3.230012, 4.660176, 1.561609], [2.417929, -4.227212, 1.211027], [-3.195007, 4.413719, -4.511250], [3.840930, 3.470387, 2.044098], [-3.955520, 3.807529, -3.506947], [-4.464669, -3.530986, -3.082322], [0.787376, -0.247375, 4.230785], [-0.480487, 6.031126, -1.475555], [2.079681, 4.620468, 0.752349], [-2.542499, -2.807600, 3.929191], [-2.166823, 4.539331, 2.994404], [-3.291840, 2.808756, -2.801026], [7.110222, -2.744273, -0.689213], [1.162666, 7.609850, -3.913922], [-0.599197, 7.913461, -2.430565], [3.945615, -6.783444, 2.969389], [3.729571, 5.651657, 1.699599], [-4.566775, 5.349653, 0.763902], [6.569803, -1.606880, 3.350729], [1.658438, -3.333491, 3.226350], [0.834671, 1.482554, 2.960045], [0.841745, -4.591339, -0.224461], [1.576689, 5.573234, 0.505074], [-2.952006, -5.543244, 4.684967], [1.709441, 3.617640, -2.456730], [-3.433068, -3.221625, 0.130091], [-3.019744, -2.790287, 4.918918], [-4.760536, -4.749978, -1.367570], [-1.900602, 4.633267, 4.039020], [-1.383534, 6.245087, -0.987124], [0.436214, 0.313684, 5.091013], [3.994464, -1.904499, 2.968926], [4.758839, 3.481534, 2.587096], [0.528511, -6.922422, 0.352461], [-0.560971, -2.800521, 0.589507], [-0.280920, 3.661471, 2.433565], [2.057060, -8.056966, 1.994464], [2.497320, 5.408712, -3.879243], [-3.222225, -0.484026, -6.427253], [-4.338597, -2.421799, -5.794072], [3.684113, 1.266324, 1.874734], [-4.138245, 5.368343, 3.072348], [-0.603605, -4.735007, 2.009151], [4.783951, -2.804093, -1.137928], [-2.770494, 4.445674, -0.870389], [-1.889649, -6.003176, 3.325711], [0.887286, -2.268995, 5.234154], [4.159735, -4.320681, 2.454085], [-1.219188, -5.354904, 4.868579], [-3.172675, -0.852206, 3.337228], [-5.145113, -4.131507, -3.725413], [8.068162, -1.915226, 1.442529], [-1.820632, 0.762472, -4.697176]], "forces_ev_per_a": [[0.18, 0.47, -1.08], [-0.17, -0.42, 1.12], [0.12, -0.02, 0.46], [-0.31, 0.60, -0.40], [0.82, 0.21, -0.96], [0.12, -0.41, 0.68], [0.50, 0.02, -0.06], [0.00, 0.20, 0.26], [-0.90, -0.16, -1.19], [2.04, 0.79, 0.37], [2.31, 1.23, -1.03], [1.08, 0.68, 0.21], [0.46, 0.49, -0.13], [-0.03, -0.28, 0.06], [-0.25, -0.24, 0.05], [-1.28, -1.37, 0.71], [-1.57, 0.45, 0.34], [0.09, -0.61, 0.27], [0.48, -0.02, 0.98], [-0.79, 0.35, 0.76], [-2.05, 0.23, 1.02], [-1.44, -0.73, -0.93], [-1.18, -0.92, -0.13], [-0.08, -0.23, -0.17], [-0.13, -0.82, 0.27], [1.14, 0.65, -2.42], [0.93, -1.86, -0.58], [-0.74, 1.20, 0.59], [-0.92, -1.35, 1.16], [1.33, 0.02, 0.55], [0.07, 1.25, 0.20], [-0.18, -0.91, -0.64], [2.25, 0.38, 1.63], [0.60, -0.21, -0.76], [-0.83, -0.53, 1.33], [-1.09, 0.37, -0.18], [-1.56, 0.62, 0.32], [0.02, 0.48, -1.41], [0.27, -0.58, -1.22], [-0.29, 1.05, 0.32], [-0.01, -1.40, -0.71], [0.97, -0.50, -0.58], [-0.16, 0.09, -0.72], [-0.58, 1.47, -0.61], [0.32, 1.17, -0.32], [-0.90, -0.64, -0.94], [-0.61, -1.37, -2.01], [0.17, 0.77, 0.93], [-1.11, -0.89, 1.69], [-1.43, -1.77, -0.71], [-1.26, -0.72, -0.34], [-0.33, 1.41, -0.38], [-1.01, 0.38, -1.14], [-1.64, 0.99, -0.57], [-1.57, 1.93, 2.43], [0.86, 0.69, 0.40], [1.75, -0.01, -0.95], [-0.37, -0.69, 0.39], [-0.60, 0.33, 0.03], [2.74, -0.37, 0.35], [-0.60, 1.92, -0.64], [3.21, -0.69, 1.94], [-0.37, 0.51, -0.74], [0.87, -0.23, 0.32], [-0.32, 0.56, 0.86], [0.85, -0.66, -0.08], [0.76, 0.04, -0.29], [0.11, -1.97, 0.05], [0.01, -0.35, 0.59], [-1.82, -0.06, -1.75], [0.71, -0.58, -0.79], [0.44, 0.67, -0.73], [0.01, -0.44, 0.08], [1.42, 0.28, -1.79], [-0.19, 0.39, 0.95], [0.52, -0.96, 0.48], [-0.39, 0.58, -0.02], [0.30, -0.32, 1.23], [-0.08, 0.41, 0.15], [0.60, 0.00, -0.60], [-0.53, 1.00, -0.06], [-0.22, 0.08, -0.08], [-0.61, -1.03, 0.20], [-2.01, 0.55, -0.94], [-0.38, 0.30, 0.53], [0.25, -0.81, 0.32], [0.21, -0.89, 0.06], [-0.15, 0.12, 0.07], [0.54, -0.67, -0.16], [1.01, 0.83, -0.97], [0.17, -0.23, 0.22], [0.20, -0.27, -0.30], [-0.07, -0.06, -0.68], [0.63, 0.84, -0.16], [-0.44, -0.14, 0.12], [-0.75, -0.04, 1.20], [0.03, 0.05, -0.20], [0.32, 0.52, 0.21], [0.38, 0.04, 0.30], [0.55, 0.41, 0.47], [0.41, -0.07, -0.76], [0.81, -0.06, 0.71], [-0.25, 0.37, -0.20], [-0.42, 0.18, 0.16], [0.48, -0.31, 1.19], [-0.34, -0.83, 0.21], [-0.26, 0.97, 0.00], [-0.78, 0.53, 1.09], [0.55, -1.15, -0.30], [-0.22, 0.12, 0.03], [-0.23, 0.09, 1.25], [0.29, -0.76, 0.03], [-0.32, 1.10, -0.54], [0.45, 0.07, 0.38], [0.25, -0.37, -0.13], [0.53, -0.46, 0.08], [0.77, 0.57, 0.50], [-0.27, -0.30, 0.15], [-0.89, -0.30, 0.17]]}

---

no.,calculated total energy (eV)
1,-29712.8056
2,-226477.2635